Record 1
A 2-piece molecular cluster, C3HI3O overall in a non-equilibrium geometry. Source: the OMol25 dataset; level of theory: ωB97M-V/def2-TZVPD.

Element x y z (Å)
I (-1.32, 3.39, -1.08)
I (-1.02, -1.89, -1.33)
I (-4.42, -0.41, 0.73)
O (-1.24, -2.93, 1.36)
C (-2.41, 1.77, -0.51)
C (-0.75, -1.92, 0.69)
C (-3.20, 1.03, -0.01)
H (-1.83, -3.61, 0.96)

The value obtained for the total energy is -1083.04627 Ha. The value obtained for the frontier orbital gap is 8.546 eV. The value obtained for the LUMO energy is -0.1 eV. Its charge is 0. The value obtained for the energy above the lowest of the compared OMol25 structures with the same formula, charge and spin is 63.0 kcal per mole.

natural (NBO) atomic charge list, values in e, 5 entries: 0.293, 0.085, 0.287, -0.663, -0.279


Record 2
C5H6N2O as an isolated structure in a non-equilibrium geometry. Source: the OMol25 dataset; level of theory: ωB97M-V/def2-TZVPD.

Element x y z (Å)
O (3.06, -0.07, -0.08)
N (-0.24, 1.12, 0.04)
N (0.85, -0.86, -0.01)
C (-0.35, -0.08, -0.19)
C (-1.56, -0.63, -0.10)
C (1.09, 1.27, -0.08)
C (1.71, 0.10, 0.06)
C (-2.63, 0.24, 0.08)
H (-2.45, 1.39, -0.08)
H (-3.63, -0.07, -0.12)
H (-1.97, -1.74, 0.04)
H (1.17, -1.82, 0.25)
H (1.69, 2.13, 0.09)
H (3.27, -0.96, 0.11)

The value obtained for the total energy is -378.74181 Ha. The value obtained for the frontier orbital gap is 7.843 eV. The value obtained for the LUMO energy is 0.3 eV. Its charge is 0. The value obtained for the energy above the lowest of the compared OMol25 structures with the same formula, charge and spin is 81.0 kcal per mole.

natural (NBO) atomic charge list, values in e, 5 entries: -0.649, -0.362, -0.571, 0.252, -0.253


Record 3
A 2-piece molecular cluster, C5H14 overall in a non-equilibrium geometry. Source: the OMol25 dataset; level of theory: ωB97M-V/def2-TZVPD.

Element x y z (Å)
C (-0.15, -1.65, 0.96)
C (-2.10, -0.11, 1.41)
C (1.22, 1.88, -1.28)
C (-1.17, -0.69, 0.31)
C (1.87, 0.48, -1.33)
H (-1.44, 0.14, 2.25)
H (2.45, 0.25, -2.24)
H (0.90, -1.44, 0.76)
H (-1.80, -1.30, -0.30)
H (-0.84, 0.15, -0.30)
H (1.12, -0.29, -1.42)
H (-0.40, -1.53, 2.00)
H (2.67, 0.41, -0.60)
H (0.30, 1.81, -0.70)
H (-2.75, -0.89, 1.76)
H (1.99, 2.51, -0.86)
H (-2.61, 0.82, 1.18)
H (-0.17, -2.70, 0.66)
H (0.90, 2.16, -2.29)

The value obtained for the total energy is -198.85598 Ha. The value obtained for the frontier orbital gap is 12.399 eV. The value obtained for the LUMO energy is 1.2 eV. Its charge is 0. Its structure (SMILES) is CCC.CC. The value obtained for the energy above the lowest of the compared OMol25 structures with the same formula, charge and spin is 20.8 kcal per mole.

natural (NBO) atomic charge list, values in e, 5 entries: -0.623, -0.604, -0.611, -0.406, -0.621


Record 4
A 8-piece molecular cluster, C31H46O24 overall in a non-equilibrium geometry. Source: the OMol25 dataset; level of theory: ωB97M-V/def2-TZVPD.

Element x y z (Å)
O (1.15, 6.43, -1.68)
O (2.41, 1.91, -1.86)
O (1.55, 8.42, -2.55)
O (-2.18, -2.48, 1.15)
O (-3.47, -1.38, -2.79)
O (2.67, 2.36, 5.14)
O (3.68, -1.60, 1.71)
O (-3.04, -0.59, 0.13)
O (-3.05, 4.43, 4.08)
O (5.43, -0.99, 0.48)
O (-0.07, 8.21, -1.05)
O (-2.24, 2.42, 3.65)
O (1.04, 1.11, 5.86)
O (-3.27, 0.61, -3.87)
O (2.09, 0.31, -0.22)
O (2.44, -4.01, -1.72)
O (-1.42, -0.61, -3.42)
O (1.40, -4.68, -3.60)
O (1.97, 2.78, 7.24)
O (0.17, -4.34, -1.80)
O (-4.51, 2.61, 3.53)
O (4.40, -2.80, -0.08)
O (-4.35, -2.24, 0.92)
O (0.53, 0.70, -1.54)
C (-2.70, -3.77, 1.58)
C (5.44, -2.51, -1.05)
C (-4.82, -0.74, -2.77)
C (0.11, -4.56, -4.08)
C (1.48, 0.57, 4.69)
C (-2.42, -4.02, 3.06)
C (1.89, 2.13, 6.19)
C (6.34, -1.43, -0.43)
C (2.36, 6.29, -2.39)
C (-4.51, 0.64, -3.27)
C (-0.08, -0.09, -0.44)
C (2.17, 5.11, -3.50)
C (-2.63, 1.20, 3.10)
C (-1.99, -4.03, -2.81)
C (-3.16, -1.67, 0.73)
C (-2.67, -0.49, -3.38)
C (-3.30, 3.28, 3.78)
C (-4.22, -3.60, 1.34)
C (-2.35, 0.18, 4.29)
C (7.63, -1.92, 0.26)
C (2.25, 1.67, 4.02)
C (-5.56, 1.10, -4.38)
C (1.15, -0.64, -0.03)
C (4.37, -1.74, 0.73)
C (-0.72, -4.77, -2.78)
C (3.63, 1.57, 3.19)
C (1.79, 0.98, -1.27)
C (0.78, 7.69, -1.73)
C (2.68, 7.60, -3.06)
C (-4.16, 1.35, 3.13)
C (1.43, -4.38, -2.30)
H (3.07, 5.88, -1.67)
H (8.38, -1.76, -0.51)
H (7.61, -2.94, 0.63)
H (-0.09, -5.47, -4.66)
H (-4.41, 1.14, 2.09)
H (-2.69, 0.33, 5.32)
H (-1.28, -0.01, 4.25)
H (6.05, -3.33, -1.43)
H (-2.32, -4.65, 1.06)
H (2.16, 4.12, -3.03)
H (2.00, -0.37, 4.91)
H (4.74, -1.98, -1.69)
H (1.19, -0.75, 1.05)
H (3.61, 8.13, -2.82)
H (-1.65, -3.00, -2.92)
H (-6.60, 1.32, -4.13)
H (-5.55, -1.09, -3.50)
H (-0.66, 0.55, 0.22)
H (4.44, 1.26, 3.84)
H (-2.78, -0.74, 3.90)
H (-5.19, 2.05, -4.76)
H (-2.98, -4.90, 3.38)
H (-4.63, -4.23, 0.55)
H (1.27, 5.25, -4.09)
H (-1.37, -4.23, 3.24)
H (-0.07, -3.69, -4.71)
H (1.34, -1.65, -0.38)
H (-2.58, -4.38, -3.66)
H (-2.72, -3.20, 3.72)
H (-2.24, 1.10, 2.09)
H (-0.82, -0.80, -0.81)
H (0.69, 0.36, 3.96)
H (1.43, 2.06, 3.41)
H (-4.71, 0.73, 3.84)
H (3.82, 2.58, 2.83)
H (3.07, 5.09, -4.11)
H (2.52, 7.40, -4.12)
H (-4.44, 1.29, -2.40)
H (-0.82, -5.85, -2.67)
H (3.51, 0.94, 2.31)
H (6.38, -0.54, -1.06)
H (-4.81, -3.89, 2.21)
H (-5.22, -0.84, -1.76)
H (7.83, -1.22, 1.07)
H (-2.56, -4.11, -1.89)
H (-5.47, 0.42, -5.23)

The value obtained for the total energy is -3014.50209 Ha. The value obtained for the frontier orbital gap (alpha / beta) is 2.059 / 10.673 eV. The value obtained for the LUMO energy (alpha / beta) is 2.1 / 2.1 eV. Its charge is -1. As for the spin multiplicity: 2. The expectation value of S² is 0.750.

Mulliken atomic charge list, values in e, 5 entries: -0.281, -0.738, -0.356, 0.228, 0.052


Record 5
A 5-piece molecular cluster, CH12N2O4 overall in a non-equilibrium geometry. Source: the OMol25 dataset; level of theory: ωB97M-V/def2-TZVPD.

Element x y z (Å)
O (0.26, -1.05, -5.53)
O (-4.88, -0.64, 3.99)
O (0.37, 4.78, 4.84)
O (2.53, 1.05, 2.10)
N (1.30, -2.70, -2.99)
N (-0.08, -1.18, -1.85)
C (1.13, -1.59, -2.39)
H (2.95, 0.68, 2.88)
H (0.10, -1.85, -5.02)
H (1.25, 5.16, 4.86)
H (-0.37, -0.45, -5.12)
H (-0.02, -0.48, -1.14)
H (1.78, -0.75, -2.65)
H (-0.64, -1.99, -1.59)
H (-0.12, 5.28, 5.51)
H (2.11, -2.61, -3.59)
H (2.30, 1.97, 2.29)
H (-5.47, -0.02, 3.55)
H (-5.50, -1.09, 4.57)

The value obtained for the total energy is -455.74002 Ha. The value obtained for the frontier orbital gap is 10.203 eV. The value obtained for the LUMO energy is 0.6 eV. Its charge is 0. Its structure (SMILES) is [H]/N=C/N.O.O.O.O. The value obtained for the energy above the lowest of the compared OMol25 structures with the same formula, charge and spin is 35.1 kcal per mole.

natural (NBO) atomic charge list, values in e, 5 entries: -0.943, -0.928, -0.936, -0.947, -0.730


Record 6
An isolated molecule of C6H10NO3P in a non-equilibrium geometry. Source: the OMol25 dataset; level of theory: ωB97M-V/def2-TZVPD.

Element x y z (Å)
P (-2.45, -1.06, 1.72)
O (-2.16, 0.22, 2.28)
O (-1.43, -1.70, 0.69)
O (2.95, 1.98, -0.15)
N (1.12, 1.90, 1.13)
C (-0.93, -0.73, -0.21)
C (0.39, -0.39, -0.16)
C (2.60, -0.44, -1.33)
C (1.57, 0.14, -0.41)
C (1.97, 1.39, 0.22)
C (-1.82, -0.18, -1.33)
H (3.19, -1.10, -0.82)
H (-2.53, -2.15, 2.52)
H (-2.52, 0.49, -0.83)
H (0.50, 1.25, 1.50)
H (3.15, 0.37, -1.65)
H (-1.22, 0.47, -1.96)
H (1.52, 2.56, 1.80)
H (-2.26, -0.97, -1.86)
H (-3.75, -1.09, 1.12)
H (2.11, -0.96, -2.26)

The value obtained for the total energy is -856.42718 Ha. The value obtained for the frontier orbital gap is 9.853 eV. The value obtained for the LUMO energy is 0.5 eV. Its charge is 0. Its structure (SMILES) is CC(=C=C(C)C(N)=O)O[PH2]=O. The value obtained for the energy above the lowest of the compared OMol25 structures with the same formula, charge and spin is 19.3 kcal per mole.

natural (NBO) atomic charge list, values in e, 5 entries: 1.830, -1.078, -0.777, -0.596, -0.792


- Which value of charge does entry 1 give?
  0